No. 1
14
Properties=species:S:1:pos:R:3:forces:R:3:nbo_charge:R:1 method="wB97M-V/def2-TZVPD" largest_force_ev_per_a=0.83 e_above_lowest_kj_mol=357.8 homo_energy_ev=-9.2 total_charge=0
O -1.497819 -2.337644 -0.062345 0.41 0.40 -0.35 -0.497
C -0.764050 -1.605191 -0.684835 -0.27 0.10 0.15 0.437
C -0.200765 -0.317889 -0.149344 -0.15 -0.10 0.07 -0.191
C -0.237221 1.163805 -0.648118 -0.50 -0.32 -0.58 -0.218
N 0.670260 1.263752 0.534430 -0.21 0.30 0.69 -0.357
C 1.301737 -0.007152 0.043996 0.43 0.16 0.03 -0.227
C -0.366578 0.336854 1.215027 -0.01 -0.06 0.68 -0.229
H -0.421141 -1.855691 -1.716352 -0.14 -0.08 0.18 0.108
H 0.171902 1.294064 -1.654643 0.21 0.47 0.28 0.192
H -1.108549 1.782157 -0.429055 -0.31 -0.33 -0.58 0.199
H 1.894936 0.219065 -0.844140 0.14 -0.43 0.03 0.192
H 1.856339 -0.515354 0.844137 -0.13 -0.15 -0.42 0.198
H 0.049381 -0.182035 2.073641 0.09 -0.09 0.10 0.194
H -1.348432 0.761259 1.477600 0.45 0.13 -0.28 0.200


No. 2
14
Properties=species:S:1:pos:R:3:forces:R:3:nbo_charge:R:1 method="wB97M-V/def2-TZVPD" largest_force_ev_per_a=0.75 e_above_lowest_kj_mol=535.7 homo_energy_ev=-9.2 total_charge=0
O -1.443506 -0.457440 0.016529 -0.12 -0.08 -0.07 -0.548
C 0.031343 -0.643861 0.107739 0.51 -0.08 0.01 0.379
C -0.038874 -0.528084 1.616911 0.07 -0.03 0.24 -0.399
C -0.935828 0.575001 0.891874 -0.40 0.35 0.27 0.101
C 0.213938 0.879982 -0.095114 0.28 -0.01 0.09 -0.309
C 0.492168 0.380964 -1.554835 0.01 0.28 -0.47 -0.203
N 0.629733 -1.052113 -1.112008 -0.04 -0.10 -0.08 -0.612
H 0.912101 -0.236907 2.067228 -0.24 0.17 0.13 0.205
H -0.590892 -1.275403 2.194928 0.04 0.11 -0.17 0.213
H -1.633171 1.242054 1.404147 -0.05 -0.09 -0.22 0.196
H 0.994907 1.543915 0.283348 0.22 -0.69 0.21 0.202
H 1.494658 0.740105 -1.800392 -0.27 0.14 -0.22 0.201
H -0.196601 0.549980 -2.380501 -0.11 0.01 0.10 0.202
H 0.070024 -1.718194 -1.639854 0.09 0.03 0.17 0.372


no.,frontier orbital gap (eV)
1,9.91
2,10.36